Molecular formula: C36H38CsINOP3S
Method: DFT, wB97M-V/def2-TZVPD

Geometry as XYZ:
```
82
Properties=species:S:1:pos:R:3:forces:R:3
Cs 0.170564 -0.256067 -1.495721 -0.2 -0.1 0.1
I 2.853386 0.567746 0.976654 0.1 0.0 -0.1
C 2.695561 1.008274 3.023999 -0.1 0.0 0.0
C 3.649482 0.387086 3.782758 0.0 0.1 0.1
C 3.866485 0.756286 5.126158 0.1 -0.1 -0.1
C 3.175748 1.801747 5.647356 0.0 0.1 0.1
C 2.177523 2.463981 4.891254 0.0 0.0 0.0
C 1.525190 3.590684 5.445946 0.0 0.0 0.1
C 0.561364 4.252707 4.751943 0.0 0.0 0.0
C 0.137842 3.737290 3.514680 0.0 0.0 0.0
C 0.709251 2.630720 2.940552 0.0 -0.2 -0.1
P -0.248072 1.827424 1.563264 -0.1 0.2 0.1
C -1.914783 1.795334 2.348725 0.1 -0.1 0.0
C -2.222293 0.621330 3.038476 0.0 0.0 -0.1
C -3.431493 0.480847 3.701560 -0.1 0.0 0.0
C -4.362880 1.509641 3.667138 0.0 0.0 0.0
C -4.075532 2.675764 2.972033 0.0 0.0 0.0
C -2.858153 2.818894 2.320446 0.0 0.0 0.0
C -0.400386 3.200292 0.351901 0.0 -0.2 0.0
C 0.581681 4.179449 0.213333 0.0 0.0 0.0
C 0.498583 5.123430 -0.800448 0.0 0.0 0.0
C -0.570060 5.106273 -1.685131 0.0 0.0 0.0
C -1.546534 4.127594 -1.565049 0.0 0.0 0.0
C -1.454624 3.174233 -0.563342 0.0 0.0 0.0
C 1.840029 2.017296 3.579497 0.1 0.0 -0.1
H 4.280768 -0.363482 3.327160 0.0 0.0 0.0
H 4.620981 0.246434 5.710413 0.0 0.0 0.0
H 3.380299 2.152838 6.651648 0.0 0.0 0.0
H 1.821447 3.922396 6.434138 0.0 0.0 0.0
H 0.084798 5.130509 5.168146 0.0 0.0 0.0
H -0.705731 4.204461 3.021712 0.0 0.0 0.0
H -1.498267 -0.186834 3.051456 0.0 0.0 0.0
H -3.653734 -0.432867 4.237962 0.0 0.0 0.0
H -5.311638 1.401082 4.176564 0.0 0.0 0.0
H -4.801640 3.478225 2.939933 0.0 0.0 0.0
H -2.648281 3.734409 1.781251 0.0 0.0 0.0
H 1.415586 4.205515 0.903825 0.0 0.0 0.0
H 1.269478 5.877615 -0.896148 0.0 0.0 0.0
H -0.641192 5.850031 -2.468962 0.0 0.0 0.0
H -2.372979 4.096977 -2.263644 0.0 0.0 0.0
H -2.213612 2.402468 -0.487469 0.0 0.0 0.0
C -1.682257 -4.026841 1.574315 0.0 0.1 -0.1
P -0.617376 -3.458380 0.182227 0.1 -0.1 0.0
C 1.027240 -3.478201 1.021681 -0.1 0.0 -0.1
C -0.470341 -5.010463 -0.821166 0.0 0.1 0.0
C -0.279626 -6.231553 -0.168559 0.0 -0.1 0.0
C -0.160771 -7.418973 -0.866857 0.0 0.0 0.0
C -0.225886 -7.405107 -2.254435 0.0 0.0 0.1
C -0.402063 -6.203176 -2.913814 0.0 0.0 0.0
C -0.527514 -4.995463 -2.223616 0.0 0.1 0.0
P -0.714211 -3.417261 -3.180069 0.1 -0.1 0.0
C -2.114458 -3.867458 -4.289280 0.1 0.0 0.1
C 0.710722 -3.556431 -4.334062 -0.1 0.0 0.1
H -1.280945 -4.888037 2.108178 0.0 0.0 0.0
H -2.672651 -4.269366 1.188399 0.0 0.0 0.0
H -1.789149 -3.197612 2.275511 0.0 0.0 0.0
H 1.228229 -4.441016 1.494493 0.0 0.0 0.0
H 1.057367 -2.691202 1.777813 0.0 0.0 0.0
H 1.810180 -3.269862 0.290394 0.0 0.0 0.0
H -0.215891 -6.265033 0.912266 0.0 0.0 0.0
H -0.013954 -8.348570 -0.331828 0.0 0.0 0.0
H -0.132124 -8.324959 -2.817377 0.0 0.0 0.0
H -0.436370 -6.208339 -3.996787 0.0 0.0 0.0
H -1.938781 -4.800043 -4.826512 0.0 0.0 0.0
H -2.257765 -3.064894 -5.013729 0.0 0.0 0.0
H -3.023734 -3.958904 -3.695211 0.0 0.0 0.0
H 0.706785 -4.486033 -4.904870 0.0 0.0 0.0
H 1.636548 -3.484310 -3.761903 0.0 0.0 0.0
H 0.697600 -2.709088 -5.020950 0.0 0.0 0.0
S 3.078600 -0.378189 -5.077288 0.0 0.0 0.0
C 3.058564 -0.505944 -3.435858 -0.1 0.0 0.2
N 2.988697 -0.584939 -2.268362 0.1 0.0 0.0
C -0.147716 3.021887 -5.378533 0.0 0.0 0.0
C 0.580298 2.621276 -4.124908 0.0 -0.1 0.0
C 1.987907 3.104379 -3.969638 0.1 -0.1 0.1
O 0.052274 1.908399 -3.293261 0.0 0.2 -0.2
H 0.483101 2.823186 -6.246749 0.0 0.0 0.0
H -0.339185 4.097670 -5.350092 0.0 0.0 0.0
H -1.088576 2.484498 -5.464496 0.0 0.0 0.0
H 2.146982 4.057073 -4.473977 0.0 0.0 0.0
H 2.628546 2.345917 -4.437796 0.0 0.0 0.0
H 2.267554 3.163357 -2.919276 -0.1 0.0 0.0
```
Positions in Å, forces in eV/Å.

Output
Energy above the lowest of the compared OMol25 structures with the same formula, charge and spin (kJ/mol): 0.0
HOMO-LUMO gap (eV): 7.1
LUMO level (eV): -0.0248
Largest force on an atom (eV/Å): 0.30
E (eV): -88838.22171